[1]
Density functional theory data (wB97M-V/def2-TZVPD) for a molecular structure, C4H5LaO2 in a non-equilibrium geometry.

XYZ file:
```
12
Properties=species:S:1:pos:R:3:mulliken_charge:R:1
H 4.59967 0.78622 0.89549 0.300
O 3.69188 0.48172 0.85315 -0.683
La 1.87928 1.81581 0.38531 1.378
O 1.92746 -2.49953 -6.31381 -0.433
C 2.23007 -2.10506 -5.21666 -0.017
C 2.12964 -2.97565 -3.97612 -0.449
C 3.06937 -2.61018 -2.91773 -0.263
C 3.88319 -2.31862 -2.06721 -0.072
H 2.57333 -1.05979 -5.05275 0.336
H 2.23805 -4.03121 -4.26236 0.271
H 1.10140 -2.84911 -3.59336 0.251
H 4.65085 -2.04719 -1.35895 0.383
```

## Properties
* charge: +1
* highest occupied orbital energy (alpha / beta): -11.1492 / -12.1081 eV
* maximum force: 3.4 eV/A
* ΔE to the lowest compared entry with this formula, charge and spin: 45.9 kJ/mol
* orbital gap (alpha / beta): 5.57 / 6.60 eV
* multiplicity: 2
* E_LUMO (alpha / beta): -5.58 / -5.51 eV
* E_tot: -9172.241 eV

=====

[2]
Density functional theory data (wB97M-V/def2-TZVPD) for a molecular structure, C4H5LaO5 in a non-equilibrium geometry.

XYZ file:
```
15
Properties=species:S:1:pos:R:3:mulliken_charge:R:1
O 0.36078 -1.36881 0.88377 -0.507
O 0.24383 0.75860 0.35007 -0.656
C -0.25681 -0.30361 0.66768 0.709
O -1.63811 -0.46737 0.77728 -0.150
C -2.44760 0.48431 0.49067 0.373
C -3.85927 0.27691 0.63763 -0.961
H -2.01880 1.46784 0.25507 0.359
H -4.32034 0.62754 -0.30681 0.373
H -4.21692 1.01592 1.38003 0.356
H -4.13594 -0.74938 0.88694 0.304
O 6.01056 -1.28772 -1.67408 0.107
C 4.88950 -0.89889 -1.39016 0.437
O 4.52463 0.31773 -1.25932 -0.566
La 2.77577 1.79990 -0.46908 2.510
H 4.08871 -1.67298 -1.22967 0.312
```

## Properties
* charge: +3
* highest occupied orbital energy (alpha / beta): -20.1543 / -20.1523 eV
* maximum force: 8.5 eV/A
* ΔE to the lowest compared entry with this formula, charge and spin: 0.0 kJ/mol
* orbital gap (alpha / beta): 5.64 / 4.68 eV
* multiplicity: 2
* E_LUMO (alpha / beta): -14.51 / -15.47 eV
* E_tot: -15290.878 eV

=====

[3]
Density functional theory data (wB97M-V/def2-TZVPD) for a molecular structure, C4H5Li2NaO2 in a non-equilibrium geometry.

XYZ file:
```
14
Properties=species:S:1:pos:R:3:mulliken_charge:R:1
O -0.54916 -1.17952 1.06634 -0.818
C -1.19032 -0.35757 0.16272 -0.212
C -1.70479 0.81815 0.72290 -0.704
Li -1.33022 -2.77188 1.42115 0.765
Na 0.73010 0.76282 1.42818 0.739
H -1.87423 1.87684 0.49941 0.228
H -1.05631 -0.51549 -0.92686 0.255
C -3.91327 -1.35545 0.45878 0.235
C -3.40651 -1.84415 -0.76167 -0.944
O -3.32261 -1.67304 1.62148 -0.872
H -4.80723 -0.70710 0.42366 0.286
H -3.80929 -1.59387 -1.74692 0.260
H -3.07001 -2.88882 -0.74367 0.148
Li -2.43133 -0.50937 2.70328 0.634
```

## Properties
* charge: 0
* highest occupied orbital energy: -5.6332 eV
* maximum force: 4.8 eV/A
* ΔE to the lowest compared entry with this formula, charge and spin: 0.0 kJ/mol
* orbital gap: 5.10 eV
* E_LUMO: -0.53 eV
* E_tot: -13148.018 eV

=====

[4]
Density functional theory data (wB97M-V/def2-TZVPD) for a molecular structure, C4H5LiLuO3 in a non-equilibrium geometry.

XYZ file:
```
14
Properties=species:S:1:pos:R:3:mulliken_charge:R:1
Li -1.61840 -1.87510 -0.77936 0.913
O -1.22635 -0.11024 0.12964 -0.365
C -2.07070 0.98202 0.52312 -0.626
H -1.88218 1.21736 1.57630 0.307
H -1.85948 1.86326 -0.09223 0.306
H -3.09536 0.63340 0.37005 0.209
C 2.19482 -1.24772 -0.21023 -0.853
C 0.95575 -0.95415 -0.66102 0.519
O 0.07392 -1.60167 -1.36529 -0.912
C 0.09376 0.08219 0.11921 0.943
O 0.58085 1.06518 0.65599 -0.444
Lu 2.45391 2.65597 -0.15839 0.608
H 2.72867 -0.53066 0.41100 0.097
H 2.67079 -2.17983 -0.51879 0.297
```

## Properties
* charge: +1
* highest occupied orbital energy: -11.2420 eV
* maximum force: 3.9 eV/A
* ΔE to the lowest compared entry with this formula, charge and spin: 0.0 kJ/mol
* orbital gap: 7.56 eV
* E_LUMO: -3.68 eV
* E_tot: -44188.342 eV

=====

[5]
Density functional theory data (wB97M-V/def2-TZVPD) for a molecular structure, C4H5LiLuO7 in a non-equilibrium geometry.

XYZ file:
```
18
Properties=species:S:1:pos:R:3:mulliken_charge:R:1
O -0.89135 3.41288 -2.18303 -0.670
C -1.26822 2.53733 -1.34280 1.152
O -2.41951 2.01611 -1.47330 -0.669
O -0.42168 2.14934 -0.43173 -0.210
C -0.25014 0.73798 -0.20636 -0.332
O 1.35894 -0.87982 0.31626 -0.374
C 0.51898 -2.67513 1.40308 0.686
C 1.20198 0.47570 0.16030 -0.436
O 0.28613 -2.03083 2.49492 -0.641
O 1.69111 -3.22286 1.37511 -0.663
Lu -3.03503 3.63025 -3.29784 1.160
Li 2.17977 -1.50838 2.25116 0.899
H -0.52653 0.16738 -1.10348 0.364
H -0.87351 0.42808 0.64387 0.246
H 1.85604 0.82448 -0.66595 0.306
H 1.44827 1.23169 0.93552 0.295
O -0.52423 -3.50545 1.01215 -0.451
H -0.33103 -3.78874 0.11211 0.339
```

## Properties
* charge: +1
* highest occupied orbital energy (alpha / beta): -10.9482 / -11.4135 eV
* maximum force: 8.5 eV/A
* ΔE to the lowest compared entry with this formula, charge and spin: 249.0 kJ/mol
* orbital gap (alpha / beta): 5.60 / 4.74 eV
* E_LUMO (alpha / beta): -5.35 / -6.68 eV
* E_tot: -52376.715 eV

=====

[6]
Density functional theory data (wB97M-V/def2-TZVPD) for a molecular structure, C4H5LiMnO in a non-equilibrium geometry.

XYZ file:
```
12
Properties=species:S:1:pos:R:3:mulliken_charge:R:1
C -1.65323 -1.15635 0.32145 -1.021
C -2.72944 -1.46304 -0.18858 -0.199
H -3.67774 -1.60725 -0.68107 0.397
C 0.43840 0.05592 -0.99358 -0.872
C 1.27043 0.82042 -0.03956 0.411
O 1.17301 0.67446 1.21481 -0.540
Li -0.51675 -0.22183 1.87715 0.852
H 0.98766 -0.87846 -1.20403 0.344
H -0.45485 0.68198 -0.49139 0.313
H 0.45408 0.56030 -1.97161 0.351
H 2.22070 1.22033 -0.43394 0.331
Mn 2.48772 1.31353 2.59035 0.632
```

## Properties
* charge: +1
* highest occupied orbital energy (alpha / beta): -11.1590 / -11.1510 eV
* maximum force: 5.4 eV/A
* ΔE to the lowest compared entry with this formula, charge and spin: 221.1 kJ/mol
* orbital gap (alpha / beta): 5.54 / 5.28 eV
* multiplicity: 7
* E_LUMO (alpha / beta): -5.62 / -5.87 eV
* E_tot: -37787.903 eV

=====

[7]
Density functional theory data (wB97M-V/def2-TZVPD) for a molecular structure, C4H5LiO6 in a non-equilibrium geometry.

XYZ file:
```
16
Properties=species:S:1:pos:R:3:mulliken_charge:R:1
O -2.78550 -3.12409 0.71073 -0.344
C -2.55464 -1.90785 1.15306 0.819
C -1.66927 -3.59096 -0.06911 -0.281
O -3.35379 -1.25474 1.78908 -0.716
O -1.33804 -1.48867 0.85824 -0.265
C -0.59992 -2.52145 0.18387 -0.283
Li -2.99171 0.54143 2.34537 0.911
H -1.98443 -3.64518 -1.11696 0.261
H -1.38446 -4.58319 0.29243 0.271
H -0.17750 -2.10095 -0.73309 0.274
H 0.20099 -2.85927 0.85016 0.267
O -1.48923 1.66190 0.80285 -0.528
C -0.75364 1.75171 1.96915 0.801
O 0.42117 2.10165 1.89970 -0.646
O -1.40762 1.33127 2.96087 -0.824
H -0.94610 1.31109 0.08769 0.282
```

## Properties
* charge: 0
* highest occupied orbital energy: -8.5400 eV
* maximum force: 2.3 eV/A
* ΔE to the lowest compared entry with this formula, charge and spin: 27.8 kJ/mol
* orbital gap: 8.57 eV
* E_LUMO: 0.03 eV
* E_tot: -16721.355 eV

=====

[8]
Density functional theory data (wB97M-V/def2-TZVPD) for C4H5N in the gas phase in a non-equilibrium geometry.

XYZ file:
```
10
Properties=species:S:1:pos:R:3:mulliken_charge:R:1
C -1.23937 0.39367 -0.62291 -0.627
C -0.10334 0.85464 -0.13873 -0.032
C 1.14595 0.15685 0.16168 -0.520
C 1.21537 -1.12940 0.51812 0.425
N 1.35402 -2.33381 0.38635 -0.438
H -1.53080 -0.71115 -0.60738 0.207
H -2.09794 1.04808 -0.96931 0.230
H 0.00937 2.01235 0.00008 0.206
H 2.13665 0.68738 0.28101 0.269
H 1.24263 -3.01416 1.10590 0.279
```

## Properties
* charge: 0
* highest occupied orbital energy: -8.2223 eV
* maximum force: 3.3 eV/A
* ΔE to the lowest compared entry with this formula, charge and spin: 221.4 kJ/mol
* orbital gap: 9.10 eV
* E_LUMO: 0.88 eV
* E_tot: -5716.551 eV

=====

[9]
Density functional theory data (wB97M-V/def2-TZVPD) for a molecular structure, C4H5N in a non-equilibrium geometry.

XYZ file:
```
10
Properties=species:S:1:pos:R:3:mulliken_charge:R:1
C -0.83868 -0.42610 0.38226 -0.269
C -0.26201 0.57878 0.14791 0.548
C 1.68034 1.84131 -0.94012 -0.131
C -1.36259 -1.69998 0.78842 -1.120
N 0.52231 2.01433 -0.69740 -0.284
H 2.32044 2.57220 -1.53550 0.241
H 2.39798 0.93719 -0.75698 0.208
H -1.23432 -2.34003 -0.05503 0.273
H -2.46010 -1.49794 1.03241 0.263
H -0.76339 -1.97976 1.63404 0.271
```

## Properties
* charge: 0
* highest occupied orbital energy: -9.7749 eV
* maximum force: 8.1 eV/A
* ΔE to the lowest compared entry with this formula, charge and spin: 489.5 kJ/mol
* orbital gap: 10.54 eV
* E_LUMO: 0.76 eV
* E_tot: -5713.773 eV

=====

[10]
Density functional theory data (wB97M-V/def2-TZVPD) for C4H5N in the gas phase in a non-equilibrium geometry.

XYZ file:
```
10
Properties=species:S:1:pos:R:3:mulliken_charge:R:1
C -1.59257 0.00402 0.07306 -0.954
C -0.10430 0.49441 -0.12059 0.041
C 0.92386 -0.34845 -0.04744 -0.215
C 2.35254 -0.06751 -0.08469 0.102
N 3.51677 0.20678 0.10866 -0.417
H -1.84866 -0.47197 1.02581 0.295
H -1.87573 -0.87980 -0.61901 0.272
H -2.24601 0.90338 -0.03802 0.276
H 0.07608 1.58934 -0.13185 0.314
H 0.79802 -1.43021 -0.16594 0.285
```

## Properties
* charge: 0
* highest occupied orbital energy: -10.1346 eV
* maximum force: 6.3 eV/A
* ΔE to the lowest compared entry with this formula, charge and spin: 133.6 kJ/mol
* orbital gap: 10.42 eV
* E_LUMO: 0.29 eV
* E_tot: -5717.462 eV

=====

- The highest charge belongs to which entry?
  C4H5LaO5

=====

- Which of these has the highest E_tot?
  number 9